Here is a 3-piece molecular cluster, C3H6N2 overall at a distorted geometry from the Open Molecules 2025 dataset. Energies are from the ωB97M-V functional and the def2-TZVPD basis.

```
11
Properties=species:S:1:pos:R:3:lowdin_spin:R:1
C 0.3518 0.2956 -0.5984 0.19
C 1.1115 -0.4479 -1.3847 0.07
C -0.3671 1.4087 0.0505 1.09
N -0.0515 0.3018 0.6992 0.46
N 0.0472 -0.2261 2.0108 0.10
H 1.5198 -1.4188 -1.2522 0.01
H 1.3193 -0.0196 -2.3086 0.01
H -2.6519 0.0754 -1.1168 0.03
H -2.2590 0.7012 -0.6592 0.03
H 0.5816 -1.0426 1.8109 0.00
H 0.3984 0.3725 2.7486 0.02
```

Charge: 0
Energy above the lowest of the compared OMol25 structures with the same formula, charge and spin, eV: 5.063
HOMO-LUMO gap (alpha / beta), eV: 7.15 / 6.30
HOMO level (alpha / beta), eV: -6.248 / -8.565
Spin multiplicity: 3
Energy, Ha: -227.0525

Here is a 2-piece molecular cluster, C3H6N2O overall at a distorted geometry from the Open Molecules 2025 dataset. Energies are from the ωB97M-V functional and the def2-TZVPD basis.

```
12
Properties=species:S:1:pos:R:3:nbo_charge:R:1
C -0.5439 -1.0111 0.8870 -0.66
C -0.5281 0.3266 0.8935 0.51
N -1.4692 1.0817 1.5053 -0.82
O 0.3178 1.1814 0.2073 -0.70
H -1.3241 -1.4561 1.3329 0.19
H 0.1654 -1.5990 0.5540 0.19
H -2.2841 0.5197 1.7325 0.39
H -1.4291 1.9774 1.1503 0.40
H 1.1762 0.8385 0.1528 0.50
C 1.9685 -0.6218 -2.8406 0.10
N 2.0058 0.1353 -1.9855 -0.33
H 1.9449 -1.3726 -3.5894 0.23
```

Charge: 0
Energy above the lowest of the compared OMol25 structures with the same formula, charge and spin, eV: 2.732
HOMO-LUMO gap, eV: 8.72
HOMO level, eV: -7.765
Spin multiplicity: 1
Energy, Ha: -302.5927

Here is C3H6N2O as an isolated structure at a distorted geometry from the Open Molecules 2025 dataset. Energies are from the ωB97M-V functional and the def2-TZVPD basis.

```
12
Properties=species:S:1:pos:R:3:nbo_charge:R:1
C 0.9703 0.6930 -0.1174 -0.53
C 0.4321 -0.7028 -0.1209 0.71
C -0.4655 1.0649 0.2768 0.24
O 0.9605 -1.6927 -0.8192 -0.62
N -0.2624 -0.7717 1.0062 -0.79
N -1.2672 0.8361 -0.7741 -0.89
H 0.5403 -2.5290 -0.5691 0.50
H -1.2430 -0.9409 1.1863 0.41
H -2.0270 0.1798 -0.5882 0.35
H 1.6870 0.8550 0.6913 0.22
H 1.2907 1.0684 -1.0837 0.24
H -0.6160 1.9400 0.9121 0.18
```

Charge: 0
Energy above the lowest of the compared OMol25 structures with the same formula, charge and spin, eV: 5.383
HOMO-LUMO gap, eV: 8.32
HOMO level, eV: -7.771
Spin multiplicity: 1
Energy, Ha: -302.4953

Here is a single C3H6N2O molecule at a distorted geometry from the Open Molecules 2025 dataset. Energies are from the ωB97M-V functional and the def2-TZVPD basis.

```
12
Properties=species:S:1:pos:R:3:nbo_charge:R:1
C -0.1278 -0.7512 0.0776 -0.03
C 1.2684 -0.9975 -0.1522 0.11
C -1.9589 0.5815 -0.0578 -0.44
N 2.0963 1.1227 0.0619 -0.31
N -0.6251 0.3588 -0.2329 -0.33
O 2.2615 -0.1496 -0.1008 -0.22
H -0.7958 -1.6488 0.4678 0.15
H 1.6408 -2.0892 -0.0964 0.18
H -2.3966 1.1986 -0.8151 0.21
H -2.6079 -0.2375 0.1805 0.16
H -1.7914 1.1782 0.7707 0.23
H 3.0366 1.4342 -0.1033 0.29
```

Charge: 0
Energy above the lowest of the compared OMol25 structures with the same formula, charge and spin, eV: 6.369
HOMO-LUMO gap (alpha / beta), eV: 8.15 / 8.79
HOMO level (alpha / beta), eV: -7.896 / -8.788
Spin multiplicity: 1
Energy, Ha: -302.4590

Here is a 2-piece molecular cluster, C3H6N2O overall at a distorted geometry from the Open Molecules 2025 dataset. Energies are from the ωB97M-V functional and the def2-TZVPD basis.

```
12
Properties=species:S:1:pos:R:3:nbo_charge:R:1
C 0.0318 0.1388 -0.6303 0.09
C 0.6809 1.1658 1.9842 0.88
C -0.3643 -1.2907 -0.4251 -0.74
N -0.6457 0.7168 -1.5773 -0.73
N 1.6718 0.5059 2.0606 -0.79
O -0.2298 1.8633 2.1193 -0.53
H -0.9091 -1.3312 0.5209 0.25
H 0.5228 -1.9125 -0.3108 0.23
H -1.0055 -1.7022 -1.2162 0.17
H -1.3673 0.2504 -2.1411 0.35
H -0.4950 1.6946 -1.7862 0.39
H 2.1093 -0.0990 1.4020 0.42
```

Charge: 0
Energy above the lowest of the compared OMol25 structures with the same formula, charge and spin, eV: 2.554
HOMO-LUMO gap, eV: 9.35
HOMO level, eV: -8.419
Spin multiplicity: 1
Energy, Ha: -302.5992

Here is a 2-piece molecular cluster, C3H6N2O overall at a distorted geometry from the Open Molecules 2025 dataset. Energies are from the ωB97M-V functional and the def2-TZVPD basis.

```
12
Properties=species:S:1:pos:R:3:nbo_charge:R:1
C -1.6642 0.1832 -0.8209 -0.10
C -0.9785 -0.9250 -0.4280 -0.10
N 0.3893 -0.8078 -0.5883 -0.54
C 0.5185 0.4968 -1.0421 0.12
N -0.7165 1.1085 -1.2441 -0.45
H -2.7017 0.3984 -0.8513 0.22
H -1.2437 -1.9574 -0.2790 0.21
H 1.2389 -1.2865 -0.2585 0.44
H 1.5241 0.9032 -1.4239 0.21
O 1.4225 0.4401 2.4469 -0.97
H 1.6472 0.9572 1.6947 0.48
H 0.5640 0.4894 2.7944 0.48
```

Charge: 0
Energy above the lowest of the compared OMol25 structures with the same formula, charge and spin, eV: 1.762
HOMO-LUMO gap, eV: 9.70
HOMO level, eV: -8.935
Spin multiplicity: 1
Energy, Ha: -302.6283

Here is C3H6N2O as an isolated structure at a distorted geometry from the Open Molecules 2025 dataset. Energies are from the ωB97M-V functional and the def2-TZVPD basis.

```
12
Properties=species:S:1:pos:R:3:nbo_charge:R:1
N 1.0653 0.1082 1.3493 -0.68
C 0.1846 0.1118 -1.1906 -0.37
C -0.8924 -0.9313 -1.2156 -0.07
O -1.5786 -0.2089 -0.1346 -0.51
C -0.4557 0.5989 -0.1283 0.45
N 0.0539 1.2052 1.0122 -0.50
H 1.8637 0.4929 0.8588 0.35
H 1.3778 -0.0268 2.3101 0.36
H 1.1813 0.2355 -1.5827 0.22
H -1.4882 -1.0422 -2.1192 0.18
H -0.6054 -1.9016 -0.7900 0.20
H -0.6967 1.3537 1.6901 0.38
```

Charge: 0
Energy above the lowest of the compared OMol25 structures with the same formula, charge and spin, eV: 4.719
HOMO-LUMO gap, eV: 9.59
HOMO level, eV: -8.453
Spin multiplicity: 1
Energy, Ha: -302.5197

Here is a single C3H6N2O molecule at a distorted geometry from the Open Molecules 2025 dataset. Energies are from the ωB97M-V functional and the def2-TZVPD basis.

```
12
Properties=species:S:1:pos:R:3:nbo_charge:R:1
H -0.4507 -1.5254 -0.7392 0.33
N -1.2303 -0.8776 -0.6361 -0.62
C -0.8380 0.1417 0.0158 0.31
C -1.9872 1.1523 0.1876 0.40
O -1.9234 2.3516 0.1389 -0.48
N 0.4385 0.5020 0.5408 -0.64
C 1.7905 -0.4165 -0.1188 -0.49
H -2.9340 0.5827 0.2954 0.13
H 0.8942 -0.2125 1.1257 0.40
H 1.9291 -1.5053 0.1164 0.20
H 2.6992 0.0886 0.2356 0.23
H 1.6120 -0.2817 -1.1622 0.23
```

Charge: 0
Energy above the lowest of the compared OMol25 structures with the same formula, charge and spin, eV: 4.199
HOMO-LUMO gap, eV: 10.23
HOMO level, eV: -9.967
Spin multiplicity: 1
Energy, Ha: -302.5388

Number 2 is which compound?
C3H6N2O

Which value of energy does entry 8 give?
-302.5388 Ha

Among the records above, which one has the lowest energy?
number 6

Number 6 is which compound?
C3H6N2O